(1)
The following is a DFT calculation (ωB97M-V with the def2-TZVPD basis set) of one molecule with the formula C6H8O2 at a distorted geometry.

Each line ends with the natural charge from an NBO analysis.
Geometry (Å):
C1 0.669 -1.645 -0.775  -0.09
O1 1.508 -0.443 -0.785  -0.51
C2 0.506 0.424 -0.328  0.40
O2 0.234 1.774 -0.202  -0.50
C3 -1.217 1.477 0.070  -0.10
C4 -1.262 0.054 0.752  -0.23
C5 -0.421 -1.400 0.416  -0.21
C6 0.137 -0.223 1.039  -0.33
H1 1.304 -2.519 -0.584  0.21
H2 0.112 -1.755 -1.706  0.18
H3 -0.244 0.140 -1.091  0.11
H4 -1.648 2.302 0.655  0.22
H5 -1.850 1.483 -0.902  0.19
H6 -2.004 -0.148 1.535  0.22
H7 -0.831 -2.233 1.002  0.22
H8 0.753 -0.042 1.948  0.23

Summary:
**Frontier orbital gap**: 10.383 eV
**HOMO level**: -9.30 eV
**Structure (SMILES)**: C1O[C@@H]2OC[C@H]3[C@@H]1[C@@H]23
**Calculated total energy**: -383.68295 Ha



(2)
The following is a DFT calculation (ωB97M-V with the def2-TZVPD basis set) of C6H8O2 as an isolated structure at a distorted geometry.

Each line ends with the natural charge from an NBO analysis.
Geometry (Å):
C1 1.456 0.892 0.266  -0.09
C2 0.366 -1.202 -0.136  0.10
C3 -1.487 -0.062 -0.205  0.08
C4 -0.648 -0.925 -1.150  -0.44
C5 -0.614 -0.476 0.829  -0.31
C6 -0.007 0.854 0.836  0.07
H1 1.459 1.555 -0.679  0.21
H2 2.439 1.098 1.010  0.18
H3 0.670 -2.280 0.091  0.20
H4 -2.518 0.066 -0.046  0.21
H5 -0.460 -0.452 -2.208  0.24
H6 -1.094 -1.943 -1.270  0.22
H7 -0.785 -0.811 1.907  0.22
H8 -0.185 1.439 1.647  0.17
O1 1.530 -0.476 -0.187  -0.54
O2 -0.771 1.331 -0.199  -0.53

Summary:
**Frontier orbital gap**: 10.302 eV
**HOMO level**: -9.38 eV
**Calculated total energy**: -383.74378 Ha



(3)
The following is a DFT calculation (ωB97M-V with the def2-TZVPD basis set) of C6H8O2 as an isolated structure at a distorted geometry.

Each line ends with the natural charge from an NBO analysis.
Geometry (Å):
C1 0.323 -0.585 0.097  0.19
C2 1.241 0.505 0.669  -0.44
C3 0.697 1.223 -0.596  0.08
C4 0.793 -0.146 -1.291  -0.43
C5 -1.003 0.197 0.247  0.29
C6 -2.201 -0.272 0.553  -0.53
H1 -0.218 -1.913 1.296  0.47
H2 2.260 0.108 0.648  0.23
H3 0.950 1.007 1.605  0.22
H4 1.039 2.140 -1.060  0.21
H5 0.090 -0.295 -2.104  0.22
H6 1.808 -0.425 -1.538  0.22
H7 -3.118 0.299 0.402  0.22
H8 -2.269 -1.321 0.860  0.20
O1 0.338 -1.917 0.497  -0.68
O2 -0.730 1.395 -0.283  -0.48

Summary:
**Frontier orbital gap**: 9.680 eV
**HOMO level**: -8.78 eV
**Calculated total energy**: -383.82580 Ha



(4)
The following is a DFT calculation (ωB97M-V with the def2-TZVPD basis set) of one molecule with the formula C6H8O2 at a distorted geometry.

Each line ends with the natural charge from an NBO analysis.
Geometry (Å):
O1 -1.918 0.560 -1.027  -0.62
C1 -2.272 0.007 0.025  0.62
O2 -1.615 -0.089 1.196  -0.50
C2 -0.048 0.140 0.989  0.06
C3 0.514 1.184 0.076  -0.46
C4 1.343 0.189 -0.540  -0.16
C5 0.656 -0.943 -0.923  -0.43
C6 0.828 -0.943 0.483  -0.27
H1 -3.323 -0.001 0.036  0.14
H2 0.205 0.789 1.919  0.23
H3 1.294 1.913 0.632  0.21
H4 -0.142 1.433 -0.707  0.27
H5 2.323 0.388 -0.900  0.23
H6 1.392 -1.894 -1.124  0.23
H7 -0.476 -0.981 -1.218  0.23
H8 1.239 -1.752 1.081  0.23

Summary:
**Frontier orbital gap**: 10.222 eV
**HOMO level**: -9.33 eV
**Structure (SMILES)**: O=CO[C@@H]1C[C@@H]2C[C@@H]21
**Calculated total energy**: -383.71526 Ha